204
Properties=species:S:1:pos:R:3:forces:R:3 method="wB97M-V/def2-TZVPD" total_charge=+1 homo_energy_ev="-9.559 / -9.559" homo_lumo_gap_ev="6.58 / 1.91" de_lowest_kcal_mol=149.2 spin_multiplicity=2
C -4.8280 -2.1228 2.4517 0.04 -0.52 -0.84
C -3.9103 -0.8831 2.5404 0.79 -0.90 0.16
C -3.2378 -0.6641 3.8978 -0.98 0.24 0.44
O -2.8995 -1.0501 1.5352 -0.40 -0.40 -0.20
H -4.3780 -3.1134 2.3865 0.98 0.24 0.14
H -5.2998 -2.0769 1.4701 -0.39 0.20 0.05
H -5.5905 -2.3248 3.2040 -0.09 0.99 0.20
H -4.5229 -0.0241 2.2665 -0.06 0.22 0.24
H -2.3781 -1.2943 4.1252 -0.18 -0.43 -0.32
H -4.0346 -0.8431 4.6197 0.20 -0.09 0.45
H -2.9052 0.3564 4.0878 -0.02 0.21 -0.39
H -2.1936 -0.4150 1.6766 0.20 0.32 -0.05
C -3.5688 -2.8823 -4.5759 0.94 -0.27 -1.49
C -4.3021 -3.4318 -3.3883 0.17 1.11 -1.86
C -3.3665 -3.7475 -2.2588 -0.50 -0.52 1.45
O -5.3433 -2.4903 -3.1516 -0.63 -0.51 1.11
H -4.1730 -2.5015 -5.3994 -0.70 -0.15 0.25
H -3.0130 -3.6889 -5.0541 0.57 0.09 0.10
H -2.9064 -2.0441 -4.3598 0.32 -0.10 0.44
H -4.7116 -4.3869 -3.7170 -0.79 0.27 0.11
H -2.2993 -3.6029 -2.4273 -0.11 -0.04 -0.28
H -3.5966 -4.7846 -2.0147 0.70 -0.17 0.25
H -3.6390 -3.2199 -1.3448 0.00 0.34 -0.04
H -4.9977 -1.6144 -3.3386 0.06 0.05 -0.01
C -2.3282 0.4932 -6.4333 0.85 -0.03 -0.79
C -3.3723 1.3468 -5.8119 -1.92 1.54 -0.52
C -3.2317 2.8746 -5.9452 1.15 0.17 -0.37
O -4.5622 1.1218 -6.5824 -0.20 -1.18 -0.18
H -1.3153 0.7600 -6.1319 -0.02 -0.36 0.51
H -2.2891 0.6441 -7.5121 -0.35 0.36 -0.16
H -2.5670 -0.5672 -6.3521 0.24 0.01 0.49
H -3.6492 1.0628 -4.7966 0.65 -0.09 0.40
H -3.9875 3.4799 -5.4447 -0.04 -0.42 0.43
H -3.3756 3.1170 -6.9981 0.08 -0.19 -0.18
H -2.2453 3.2733 -5.7081 0.11 -0.04 0.40
H -5.2776 1.5323 -6.0912 -0.43 0.27 0.00
C -7.8009 0.3578 -6.2117 0.29 -0.08 0.67
C -7.7902 1.5398 -5.1702 -0.87 -1.88 -0.49
C -7.4325 1.0638 -3.7364 0.64 -0.98 -0.82
O -6.9205 2.4964 -5.7111 0.72 0.87 0.68
H -6.8446 -0.1621 -6.2689 0.24 -0.01 0.62
H -7.8775 0.6836 -7.2490 -0.65 0.43 0.02
H -8.5560 -0.3982 -5.9964 -0.15 0.15 -0.04
H -8.8080 1.9220 -5.0919 -0.13 0.30 -0.26
H -7.4906 -0.0242 -3.7679 -0.27 -0.20 0.07
H -8.0810 1.3545 -2.9099 0.08 0.54 -0.32
H -6.3792 1.1914 -3.4867 0.05 0.62 0.01
H -7.1187 2.5577 -6.6484 -0.02 0.17 -0.11
C 4.9936 -3.5370 1.4948 -0.76 1.24 1.20
C 5.9123 -3.3306 2.7333 0.02 0.92 1.35
C 5.2333 -3.5904 4.1170 -0.16 -1.79 -0.96
O 7.1447 -4.0578 2.6204 -1.19 -0.24 0.25
H 4.5927 -4.5466 1.4041 1.24 -0.53 -0.59
H 5.3164 -2.9645 0.6252 0.71 -1.04 -0.25
H 3.9955 -3.1065 1.5756 -0.16 0.87 0.97
H 6.2886 -2.3421 2.9970 -0.28 0.73 -1.55
H 4.2670 -3.0946 4.2089 0.17 0.28 0.04
H 5.8781 -3.4686 4.9874 0.15 0.66 -0.25
H 5.0214 -4.6590 4.1523 -0.41 -0.37 0.06
H 6.8387 -4.9266 2.8908 0.69 -0.68 -0.18
C -0.2966 2.5842 3.9903 -1.19 -2.09 0.17
C -1.1144 3.7313 4.4550 2.08 4.12 0.69
C -0.3349 4.7896 5.3176 -0.74 -1.64 0.67
O -1.4625 4.4024 3.2796 -1.27 0.05 -1.78
H 0.5128 2.6873 3.2676 -0.12 0.86 0.21
H -1.1089 2.0673 3.4794 0.42 -0.84 -0.54
H 0.0238 1.9064 4.7815 0.04 0.07 0.28
H -2.0256 3.5488 5.0247 0.04 -0.99 -0.07
H 0.3328 5.4286 4.7397 0.04 -0.19 0.07
H 0.1843 4.1862 6.0623 0.60 0.28 -0.08
H -1.0516 5.3562 5.9121 0.00 0.45 -0.30
H -1.2722 5.3429 3.2508 0.04 -0.12 0.44
C -1.0548 -5.4852 4.1463 3.39 -1.71 1.29
C -2.4422 -5.5450 3.8889 -3.15 1.74 -1.14
C -3.3160 -4.7802 4.8666 -0.41 -0.58 1.21
O -2.5817 -4.9568 2.5952 -0.78 -0.29 -0.69
H -0.5301 -4.5328 4.0697 -0.45 0.23 0.12
H -0.6094 -6.1623 3.4174 0.46 0.12 0.01
H -0.8943 -5.9522 5.1180 0.58 0.13 0.32
H -2.7938 -6.5764 3.8601 -0.02 -0.01 -0.32
H -4.3271 -4.5408 4.5375 0.18 -0.04 -0.50
H -2.8657 -3.8787 5.2821 0.23 0.22 -0.30
H -3.4842 -5.4342 5.7222 0.04 -0.02 0.33
H -2.5786 -4.0113 2.7612 0.01 0.26 -0.34
C 1.8163 8.5419 -5.7510 -0.29 2.02 -0.62
O 0.6275 7.8805 -6.1405 0.86 -0.80 0.68
C 0.2665 6.8781 -5.1956 -0.35 -0.16 -0.77
C -1.1112 6.3358 -5.4946 -0.93 -0.50 -0.42
N -2.2947 6.8917 -4.8342 0.27 -0.56 -0.98
C -2.3236 6.8706 -3.4133 0.40 -1.56 1.74
C -2.2035 5.4111 -2.6899 -1.10 2.42 -0.65
O -2.2623 5.6767 -1.2961 -0.74 -0.62 0.19
C -2.9511 4.6683 -0.4925 1.48 0.89 -0.33
H 1.5905 9.1910 -4.9050 0.13 -0.13 0.46
H 2.0517 9.2465 -6.5486 -0.18 0.02 -0.24
H 2.7826 8.0654 -5.5856 -0.45 -1.21 0.15
H 0.3456 7.2416 -4.1710 0.03 0.17 0.15
H 0.8733 5.9772 -5.2863 0.87 0.29 -0.03
H -0.9897 5.2579 -5.3875 -0.71 -0.18 0.74
H -1.4136 6.3625 -6.5414 0.78 0.49 -0.36
H -2.2900 7.8741 -5.0685 -0.35 0.14 -0.42
H -3.2903 7.2702 -3.1067 0.09 0.05 0.24
H -1.5336 7.5347 -3.0628 0.13 -0.10 0.89
H -1.3042 4.8798 -3.0014 0.03 -0.17 0.11
H -3.1248 4.8843 -2.9384 0.24 -0.40 -0.50
H -3.3007 5.2167 0.3823 0.08 -0.28 0.08
H -2.1801 3.9360 -0.2530 -0.28 -0.11 0.48
H -3.7817 4.1276 -0.9462 -0.06 0.41 -0.54
C -3.6307 1.2124 -1.4287 -1.10 -1.52 -0.43
O -2.4573 1.7958 -1.8653 0.93 1.12 -0.89
C -1.3303 1.6152 -1.0877 1.40 -0.59 1.12
C -0.7441 0.1716 -1.0706 0.40 0.17 1.43
N -0.0175 -0.0652 0.2422 -0.87 1.95 0.10
C 0.2678 -1.3859 0.6062 0.76 -1.88 0.72
C 0.7560 -1.6875 2.0566 -1.41 0.97 0.87
O 1.9936 -1.0907 2.4479 0.39 0.16 -1.94
C 2.1901 -0.5506 3.7196 -0.15 -0.55 -0.41
H -3.6738 0.6115 -0.5204 1.05 0.05 0.44
H -3.8057 0.4821 -2.2187 -1.06 -0.10 -0.03
H -4.4725 1.8902 -1.2870 0.15 0.47 -0.55
H -1.6048 1.9490 -0.0870 0.39 -0.46 0.53
H -0.4747 2.2245 -1.3790 -0.51 0.70 -0.55
H -0.0225 -0.0546 -1.8555 -0.27 0.34 -0.43
H -1.6219 -0.4592 -1.2108 0.27 -0.67 0.53
H 0.8706 0.4113 0.3082 -0.28 0.81 -0.63
H 1.1068 -1.8270 0.0681 -0.14 -0.36 -1.02
H -0.6814 -1.8906 0.4261 0.36 -0.97 0.25
H 0.7948 -2.7704 2.1746 0.27 -0.18 -0.15
H -0.0028 -1.3396 2.7576 -0.34 0.15 0.23
H 3.1984 -0.1377 3.7490 0.16 -0.28 -0.05
H 2.1075 -1.4039 4.3927 -0.08 0.30 0.89
H 1.5400 0.2944 3.9468 -0.53 -0.16 0.15
C 8.7761 -5.3986 -2.8717 -0.13 -0.79 1.05
O 7.6061 -5.0957 -2.0926 -1.18 0.07 -0.57
C 6.3330 -5.5956 -2.6537 0.72 0.25 -0.06
C 5.0159 -4.8903 -2.2148 1.14 0.11 -1.67
N 5.0159 -3.5201 -2.7764 0.14 -1.19 1.04
C 4.0761 -2.6605 -2.1061 0.69 2.22 0.18
C 2.6647 -2.6232 -2.5943 1.80 -0.02 0.76
O 2.0274 -3.8375 -2.2184 0.29 1.07 -1.11
C 1.3669 -4.2461 -3.3701 -1.82 -1.08 -0.26
H 9.5952 -4.7314 -2.6032 -0.50 0.76 -0.37
H 8.5992 -5.5063 -3.9418 -0.11 0.47 -0.04
H 9.2248 -6.3324 -2.5330 -0.39 -0.62 -0.04
H 6.2331 -6.6726 -2.5187 0.16 -0.13 0.43
H 6.4080 -5.4589 -3.7325 -0.12 0.14 -0.21
H 4.7989 -4.9100 -1.1468 0.05 -0.19 0.04
H 4.2556 -5.3779 -2.8250 -0.22 -0.66 0.67
H 5.9682 -3.2236 -2.6170 0.03 0.72 -0.01
H 4.4286 -1.6582 -2.3497 0.09 0.44 0.07
H 4.0296 -2.6401 -1.0172 0.40 -0.74 0.43
H 2.8360 -2.4354 -3.6543 -1.04 -0.43 -0.39
H 2.2284 -1.7347 -2.1380 -0.58 -0.06 -0.08
H 0.6496 -3.5081 -3.7294 -0.21 0.39 0.14
H 0.7714 -5.1156 -3.0919 0.14 -0.27 -0.28
H 1.9868 -4.4408 -4.2452 0.52 -0.31 0.21
C 0.8876 0.7339 -4.4732 0.16 -1.28 0.29
O 2.1924 0.4867 -3.8473 -1.17 1.51 -0.67
C 3.2446 0.9801 -4.6895 -0.35 0.79 -0.86
C 4.4148 1.4831 -3.9160 0.28 -1.78 0.99
N 4.0363 2.5631 -3.0530 1.18 1.23 0.52
C 4.9653 2.8721 -1.9168 -0.31 -0.96 -0.24
C 5.0861 1.7020 -0.8716 -0.99 0.79 -1.62
O 3.7354 1.6659 -0.4079 0.75 -1.36 3.57
C 3.6192 0.7841 0.7852 -1.42 0.20 -1.47
H 0.9288 0.1692 -5.4045 -0.41 0.46 -0.31
H 0.4439 1.7265 -4.5502 1.43 0.88 -0.52
H 0.0343 0.3611 -3.9066 0.61 -1.12 0.57
H 3.0168 1.8625 -5.2874 -1.23 0.30 0.13
H 3.5171 0.2924 -5.4901 0.17 -0.76 0.38
H 5.2046 1.6656 -4.6447 0.12 0.59 0.17
H 4.7476 0.6522 -3.2940 0.50 -0.47 0.03
H 3.1529 2.3316 -2.6216 -0.14 -0.08 -0.02
H 4.4804 3.7248 -1.4415 0.07 -0.20 0.49
H 5.9535 3.2546 -2.1723 0.00 -0.32 -0.75
H 5.9262 1.8398 -0.1909 -0.49 0.64 0.84
H 5.2823 0.6979 -1.2476 0.19 0.00 -0.77
H 2.5563 0.6824 1.0041 0.06 0.27 -0.24
H 4.0304 1.0798 1.7504 0.74 0.71 -0.40
H 3.9211 -0.2411 0.5705 0.43 0.02 -0.25
C -0.1735 -4.4809 7.8309 -0.12 -1.23 0.84
O 1.0089 -3.6721 7.8244 0.21 1.48 -1.05
C 0.7603 -2.2466 7.9781 -1.52 -2.13 1.56
C 2.0105 -1.3833 8.0616 0.88 0.52 -2.56
N 1.8868 -0.0049 8.4090 -0.79 0.54 2.45
C 1.6019 0.4630 9.7407 -0.74 0.31 -0.67
C 1.6749 1.9712 9.8681 0.94 2.06 0.72
O 1.1131 2.6984 8.8207 -1.22 -3.69 -1.80
C 0.9447 4.0490 8.8092 0.05 2.20 1.42
H 0.1378 -5.4778 7.5186 0.28 0.16 0.00
H -1.0871 -4.3028 7.2637 0.52 1.21 -0.88
H -0.5914 -4.6081 8.8295 0.40 0.23 0.52
H 0.2751 -2.2628 8.9541 -0.44 0.89 0.18
H 0.0634 -1.9151 7.2084 0.15 0.30 -0.06
H 2.3412 -1.1921 7.0407 0.64 -1.28 -0.21
H 2.8189 -1.7648 8.6853 -0.03 -0.52 0.10
H 2.2394 0.7272 7.8093 -0.12 0.12 -0.67
H 2.2269 -0.0778 10.4514 0.53 0.14 0.10
H 0.6183 0.1126 10.0535 -0.50 -0.16 -0.35
H 2.6981 2.3466 9.8846 0.60 -0.54 0.55
H 1.2234 2.2602 10.8171 -0.08 -0.14 0.26
H 0.3217 4.3612 7.9710 0.50 -0.28 -0.06
H 1.8999 4.5702 8.8731 0.27 0.15 -0.63
H 0.4340 4.4361 9.6909 -0.39 -0.30 0.38